C28H40F6NO2PW as an isolated structure. Source: the OMol25 dataset; level of theory: the ωB97M-V functional and the def2-TZVPD basis.

Computed properties:
Calculated total energy in eV: -62669.235
Net charge: +3
E_LUMO (alpha / beta) in eV: -8.47 / -10.70
Energy above the lowest of the compared OMol25 structures with the same formula, charge and spin in eV: 0.3702
Spin multiplicity: 4
Expectation value of S²: 3.78
E_HOMO (alpha / beta) in eV: -16.41 / -16.73
F_max in eV Å⁻¹: 0.42

```
79
Properties=species:S:1:pos:R:3:forces:R:3:mulliken_charge:R:1
W -2.389668 0.047818 -0.185993 -0.0108 -0.3613 0.2114 1.691
P -10.665416 2.604132 4.563632 -0.0161 -0.0099 -0.0763 1.104
F -3.432300 1.097980 0.932460 0.0701 0.0945 0.0537 -0.437
F -11.796293 1.684635 4.842432 0.0267 -0.0184 -0.0078 -0.022
F -11.093610 3.648027 3.598537 -0.0202 0.0019 -0.0220 -0.027
F -10.216761 3.247845 5.822073 0.0184 0.0289 0.1069 -0.025
F -3.354203 -0.909792 -1.377455 0.0610 -0.0164 0.0318 -0.438
F -9.527401 1.838489 3.977997 -0.1504 0.0425 0.0642 -0.031
O -1.975158 -1.031267 1.409322 -0.1251 0.1839 -0.3265 -0.873
O -1.803934 1.691598 -1.029332 0.0125 0.0492 -0.0667 -0.888
N -0.435367 -0.247640 -0.359709 0.0899 0.0937 -0.0651 -0.579
C 3.948397 0.021117 -3.169013 -0.0051 -0.0029 -0.0008 -1.941
C -2.448208 3.380354 -3.529173 0.0099 -0.0034 -0.0080 -1.512
C -1.510004 -3.006902 3.545245 0.0201 0.0052 0.0234 2.058
C -2.035574 -1.807248 4.354572 -0.0240 0.0109 0.0066 -1.570
C -0.452716 4.812605 -3.913250 -0.0033 -0.0044 0.0035 -2.087
C -1.136432 3.886817 -2.905626 -0.0104 0.0040 0.0168 1.895
C 1.413505 0.400259 -1.918591 0.0257 -0.0051 0.0048 -0.556
C 3.144081 1.254753 -3.577304 -0.0111 0.0010 -0.0027 1.734
C -0.465140 -2.519523 2.554224 0.0175 -0.0206 -0.0593 -1.145
C 2.845860 1.182021 -5.092567 -0.0039 0.0021 -0.0103 -1.535
C 0.172899 -1.133060 0.544315 -0.0166 -0.0846 0.0525 -0.240
C -0.788511 -1.587989 1.518767 0.0591 -0.0222 0.0527 2.081
C -0.629660 1.694951 -1.643403 -0.0744 0.0148 0.0171 2.705
C 1.464825 -1.541132 0.634921 0.0213 -0.0178 0.0421 -0.082
C 3.519343 -3.898531 2.878051 0.0032 0.0034 0.0045 -2.191
C 3.266613 -2.899804 1.748865 0.0069 -0.0052 -0.0067 1.835
C 0.846536 -2.919469 2.576003 -0.0415 -0.0101 0.0050 0.224
C 1.832987 1.370403 -2.848947 0.0181 0.0199 0.0021 -1.015
C -0.906953 -4.019745 4.520289 -0.0045 0.0024 0.0010 -2.205
C 0.210036 0.570218 -1.293813 0.0037 0.0231 -0.0601 -0.921
C 3.980766 2.519547 -3.281323 0.0015 0.0101 0.0093 -1.582
C 1.830431 -2.454429 1.664271 0.0179 0.0329 -0.0213 -1.176
C -0.242163 2.700057 -2.568332 0.0854 -0.0049 -0.0424 -0.912
C 3.654081 -3.556374 0.405235 -0.0039 -0.0036 -0.0008 -1.378
C 4.144513 -1.649054 1.979192 -0.0082 0.0021 -0.0028 -1.463
C -1.420097 4.688059 -1.623790 -0.0090 0.0018 0.0009 -1.542
C -2.659853 -3.694412 2.787820 0.0117 -0.0063 -0.0006 -1.531
C 0.991361 2.498062 -3.127161 -0.0302 -0.0138 0.0227 -0.050
H 4.882773 0.008182 -3.727891 0.0001 -0.0021 0.0013 0.503
H 3.497408 3.433797 -3.623359 0.0010 -0.0006 0.0005 0.367
H 4.194944 2.614918 -2.216029 -0.0005 -0.0001 0.0002 0.399
H -2.256284 2.792380 -4.428418 -0.0007 0.0014 0.0032 0.385
H -1.115959 5.650697 -4.122194 0.0005 0.0005 -0.0015 0.440
H -0.254206 4.313123 -4.863689 -0.0023 0.0023 0.0021 0.431
H 3.889489 -1.151722 2.915500 0.0005 0.0001 0.0013 0.388
H -2.749154 -2.171109 5.093908 0.0012 -0.0040 0.0022 0.463
H -3.197442 -3.012032 2.131850 -0.0031 0.0130 -0.0101 0.261
H -3.037740 2.783354 -2.835199 -0.0036 -0.0045 0.0085 0.252
H 1.357328 3.218082 -3.842129 0.0001 0.0025 -0.0016 0.625
H 3.584571 -2.865738 -0.436334 -0.0013 0.0008 -0.0004 0.229
H 2.943037 -4.816385 2.750637 0.0026 -0.0015 0.0009 0.450
H -2.027257 5.556649 -1.878218 -0.0013 0.0009 0.0020 0.451
H -0.493583 5.051152 -1.176056 -0.0001 0.0009 0.0031 0.377
H -0.523819 -4.904645 4.008856 -0.0018 -0.0017 0.0008 0.439
H -1.686750 -4.353033 5.203632 0.0004 -0.0004 -0.0003 0.454
H 3.302908 -3.473253 3.859444 0.0004 -0.0005 -0.0016 0.458
H 2.247186 0.304191 -5.338503 -0.0021 0.0004 0.0015 0.396
H 4.064991 -0.925527 1.166674 0.0017 -0.0008 0.0002 0.258
H 2.027544 -0.467830 -1.762109 -0.0183 -0.0079 0.0066 1.121
H -3.054165 4.238725 -3.818560 -0.0042 -0.0019 0.0016 0.458
H 3.033007 -4.427620 0.194433 0.0004 0.0002 0.0002 0.389
H 4.689915 -3.888320 0.470851 0.0020 0.0015 0.0021 0.468
H 1.159958 -3.619690 3.332489 -0.0004 -0.0032 0.0032 0.878
H 4.572373 -4.175651 2.872774 0.0011 -0.0009 0.0010 0.433
H 5.185377 -1.966661 2.037014 0.0008 -0.0010 0.0010 0.466
H 2.229341 -1.191055 -0.034791 0.0018 -0.0125 0.0031 0.585
H -2.544926 -1.073348 3.731902 0.0063 -0.0123 0.0181 0.329
H 4.928981 2.433313 -3.811654 -0.0014 -0.0019 -0.0008 0.468
H 4.210223 0.036725 -2.107990 -0.0031 0.0026 0.0022 0.372
H 3.794402 1.105688 -5.624019 0.0005 0.0020 0.0012 0.450
H -2.295963 -4.538255 2.199410 0.0016 0.0030 0.0006 0.379
H -1.225210 -1.312248 4.891905 0.0035 -0.0004 0.0014 0.376
H -3.373558 -4.082441 3.514327 -0.0024 0.0001 -0.0024 0.473
H -0.110534 -3.584942 5.126770 0.0030 0.0037 -0.0031 0.422
H 2.332903 2.069876 -5.461031 0.0012 -0.0021 0.0008 0.366
H -1.966955 4.108536 -0.881091 0.0044 0.0069 -0.0056 0.308
H 0.479427 5.227397 -3.524768 0.0019 -0.0008 0.0022 0.421
H 3.424595 -0.908677 -3.401801 -0.0026 0.0009 0.0015 0.437
```
Positions in Å, forces in eV/Å.